[1]
126
Properties=species:S:1:pos:R:3:forces:R:3 method="wB97M-V/def2-TZVPD" total_charge=+1 e_homo_ev=-11.600 e_above_lowest_kcal_mol=35.2 total_energy_ha=-4611.692153
C 33.574000 28.589000 36.162000 1.396 0.923 1.696
N 32.429000 29.373000 35.597000 -2.175 -0.295 3.128
C 32.639000 29.869000 34.280000 0.684 -2.225 -5.669
C 31.207000 28.457000 35.782000 11.142 -3.500 0.810
C 32.143000 30.611000 36.522000 1.859 -3.180 3.087
C 33.319000 31.574000 36.719000 -1.798 -0.027 -1.233
O 32.916000 32.583000 37.573000 -2.659 -8.754 4.298
H 34.468000 29.298000 36.237000 -1.116 -1.287 -0.122
H 33.815000 27.670000 35.679000 0.071 -0.227 -1.625
H 33.325000 28.105000 37.149000 -0.109 1.432 -0.508
H 31.856000 30.501000 33.747000 0.394 -1.059 1.511
H 32.923000 28.938000 33.498000 -1.242 2.102 2.227
H 33.554000 30.401000 34.149000 0.776 0.606 0.716
H 31.051000 28.156000 36.743000 0.565 -0.438 3.075
H 31.361000 27.540000 35.232000 0.799 -0.338 -0.338
H 30.390000 28.667000 35.509000 -11.041 4.916 -4.553
H 31.759000 30.143000 37.504000 0.783 0.825 -1.352
H 31.355000 31.066000 36.081000 -2.405 1.752 -1.392
H 33.528000 31.878000 35.705000 0.548 0.744 -0.170
H 34.173000 31.207000 37.165000 1.888 -1.695 0.452
H 33.072000 33.337000 37.254000 1.952 9.747 -3.956
O 35.883000 27.729000 41.080000 0.220 0.169 1.335
S 35.829000 28.536000 39.909000 3.264 -3.129 0.232
O 37.037000 29.294000 39.573000 -2.202 -0.011 -0.071
O 35.592000 27.396000 38.789000 -2.710 3.016 -1.275
C 36.713000 26.685000 38.310000 -2.090 -4.031 0.058
C 36.448000 25.794000 37.027000 0.856 3.783 -0.163
C 34.383000 29.434000 40.075000 -1.373 2.461 -0.193
H 36.749000 26.001000 39.115000 1.331 -1.223 0.827
H 37.511000 27.299000 38.335000 2.892 1.865 -0.665
H 36.090000 26.556000 36.278000 0.940 -0.858 -0.052
H 35.588000 25.204000 37.124000 -0.876 -1.357 0.655
H 37.380000 25.246000 36.729000 -1.061 0.613 0.215
H 34.415000 30.189000 39.182000 -0.844 -1.221 1.740
H 34.572000 29.984000 41.081000 -0.188 -0.690 -1.841
H 33.429000 28.811000 40.278000 1.795 0.855 -0.929
O 32.104000 34.365000 32.240000 0.436 0.191 -1.821
S 32.034000 34.224000 33.632000 -0.057 1.314 3.497
O 31.132000 33.292000 34.228000 0.102 -0.084 -0.092
O 33.498000 33.818000 34.286000 -1.922 0.994 -0.398
C 34.627000 34.132000 33.510000 3.321 0.686 -0.240
C 35.932000 33.479000 34.033000 -2.333 1.645 3.189
C 31.705000 35.878000 34.421000 -2.473 -0.627 0.087
H 35.062000 35.196000 33.485000 -2.068 -0.708 0.138
H 34.449000 33.801000 32.479000 0.174 0.118 0.282
H 35.981000 32.483000 34.060000 -0.544 -4.254 -0.165
H 36.422000 33.706000 35.022000 -1.254 0.744 -0.692
H 36.592000 33.736000 33.343000 3.234 1.318 -3.163
H 32.253000 36.748000 34.232000 1.373 0.747 -1.184
H 31.709000 35.773000 35.445000 1.601 -1.298 2.782
H 30.656000 36.270000 34.656000 0.309 -1.058 -2.270
O 33.346000 24.880000 34.129000 -2.565 -0.496 -2.403
S 32.533000 24.892000 32.866000 5.357 1.284 3.434
O 31.431000 25.771000 32.794000 -1.638 0.610 -0.118
O 33.654000 25.362000 31.781000 -2.347 -1.250 0.195
C 34.054000 26.701000 31.884000 0.425 3.776 -3.411
C 34.934000 26.883000 30.615000 -0.123 0.940 -3.228
C 32.107000 23.298000 32.312000 -1.129 0.655 0.857
H 34.703000 26.871000 32.700000 0.227 -0.008 1.395
H 33.279000 27.668000 31.731000 1.270 -3.294 0.933
H 34.287000 27.080000 29.646000 0.664 -0.791 1.933
H 35.572000 25.994000 30.311000 -0.647 1.032 0.900
H 35.537000 27.844000 30.523000 -0.483 -1.278 1.041
H 33.002000 22.675000 32.462000 -0.679 -0.038 -0.310
H 31.807000 23.553000 31.271000 0.013 -1.039 0.596
H 31.214000 23.082000 33.042000 1.697 -0.087 -1.685
C 35.167000 37.615000 35.231000 0.109 -0.011 1.349
C 34.467000 38.631000 36.255000 2.369 -1.070 -1.223
O 34.097000 37.737000 37.294000 -1.227 4.133 1.792
C 34.249000 36.525000 36.980000 -0.825 -5.533 4.550
O 34.049000 35.519000 37.669000 -0.693 1.926 0.054
O 34.763000 36.338000 35.872000 3.221 0.763 -7.196
H 36.293000 37.730000 35.237000 -1.253 -0.356 0.462
H 34.917000 37.618000 34.184000 -0.753 -0.035 -0.188
H 33.684000 39.297000 35.971000 -0.930 -0.183 -0.513
H 35.298000 39.261000 36.534000 -0.015 0.270 0.854
C 26.157000 30.146000 32.579000 -0.831 -7.424 -9.579
C 26.730000 30.601000 31.239000 2.197 5.545 4.498
O 28.186000 30.372000 31.222000 -0.169 -0.183 0.968
C 28.484000 29.678000 32.326000 1.442 -0.663 0.865
O 29.620000 29.305000 32.707000 -4.650 1.307 -1.228
O 27.267000 29.470000 32.964000 4.574 -4.601 2.997
H 25.232000 29.441000 32.253000 1.867 1.669 1.886
H 26.192000 30.778000 33.254000 -2.112 6.912 5.838
H 26.591000 31.694000 31.323000 0.379 -0.117 -0.785
H 26.496000 30.349000 30.344000 -2.670 -2.425 -5.362
C 27.533000 30.917000 36.947000 1.011 1.676 -12.779
C 26.642000 32.104000 36.808000 -2.541 -0.322 1.274
O 27.513000 33.293000 36.873000 0.763 -3.121 -0.054
C 28.838000 32.728000 36.992000 2.136 5.976 -1.356
O 29.839000 33.483000 37.030000 -3.973 -3.400 0.299
O 28.817000 31.439000 36.821000 1.791 -0.887 0.233
H 27.370000 30.003000 36.128000 0.497 2.563 1.804
H 27.424000 30.543000 37.744000 -1.123 -5.389 11.184
H 26.073000 31.987000 37.835000 0.189 1.191 -2.366
H 25.952000 31.881000 35.882000 1.243 1.720 1.725
C 37.039000 32.776000 38.796000 2.182 5.414 0.034
C 38.535000 32.475000 38.703000 -2.183 -0.153 -3.446
O 38.573000 31.784000 37.368000 2.056 0.382 2.208
C 37.359000 31.552000 37.010000 0.955 -4.588 -9.494
O 37.108000 30.895000 35.863000 0.617 3.047 6.194
O 36.517000 32.184000 37.677000 -5.004 0.760 1.405
H 37.007000 33.920000 38.775000 -0.628 -1.127 -0.950
H 36.532000 32.679000 39.711000 -0.627 -1.660 1.055
H 38.637000 31.806000 39.418000 1.787 -3.485 3.125
H 39.260000 33.231000 38.700000 0.590 1.200 -0.035
C 31.744000 31.451000 30.930000 -5.744 -1.488 -0.871
C 31.912000 30.190000 29.890000 0.620 3.078 5.715
O 32.998000 29.605000 30.543000 1.805 -0.190 -0.086
C 33.683000 30.515000 31.274000 3.704 -2.980 2.424
O 34.745000 30.189000 31.861000 -3.589 1.744 -2.155
O 33.009000 31.645000 31.429000 0.905 0.221 0.248
H 30.881000 31.177000 31.762000 2.651 0.399 -1.621
H 31.279000 32.333000 30.452000 0.993 -0.205 0.135
H 32.084000 30.486000 28.967000 1.707 1.769 -4.394
H 31.202000 29.488000 29.785000 -3.080 -2.211 0.573
C 27.980000 25.087000 35.928000 -0.675 -1.470 -2.766
C 29.150000 24.291000 35.298000 -3.250 -0.875 0.340
O 30.097000 24.333000 36.308000 2.577 -1.716 -1.807
C 29.885000 25.303000 37.116000 0.283 2.451 3.393
O 30.641000 25.718000 37.994000 -2.114 -0.782 -2.408
O 28.616000 25.758000 36.856000 3.224 3.336 5.500
H 27.160000 24.539000 36.346000 -0.451 -0.755 0.104
H 27.620000 25.894000 35.344000 -0.944 0.048 -1.675
H 29.280000 24.589000 34.305000 1.874 1.663 -1.244
H 28.898000 23.292000 35.103000 -0.474 -1.765 0.460

---

[2]
104
Properties=species:S:1:pos:R:3:forces:R:3 method="wB97M-V/def2-TZVPD" total_charge=+1 e_homo_ev=-10.614 total_energy_ha=-2985.606207
C -0.519525 3.667024 2.103278 -0.039 0.124 0.486
C -1.055351 2.176147 2.084171 0.921 -0.146 -0.435
C -1.768577 1.770966 0.724233 -0.621 0.613 0.092
C -3.366307 1.645623 0.868506 0.977 -0.816 0.013
C -3.805211 0.120769 1.094025 -0.185 0.974 0.293
C -5.200167 -0.228832 0.425311 0.318 -0.453 0.593
C -5.059532 -0.934035 -0.992416 -0.931 0.215 0.852
C -5.066206 -2.533358 -0.832867 1.282 1.487 -1.375
C -3.541981 -2.984901 -0.740500 -0.071 -1.236 0.538
C -3.238682 -3.994270 0.489499 0.048 0.720 -1.803
C -2.493078 -5.243293 -0.129030 -0.626 -0.674 0.545
C -1.839308 -6.236903 0.928576 0.541 0.201 -0.291
C -1.450694 -5.580045 2.311701 1.003 -0.668 -0.169
C -0.175392 -4.611586 2.215775 -1.776 -0.092 0.748
C 0.194126 -4.193431 3.701346 0.869 0.677 -0.677
C 1.668083 -3.585859 3.820564 -0.780 -0.708 0.043
C 1.771612 -2.128793 3.225031 0.364 0.563 0.586
C 3.232024 -1.659466 2.847805 0.448 -0.515 -0.059
C 3.648594 -2.075941 1.356035 0.694 0.601 1.789
C 3.115873 -1.025418 0.302503 1.471 0.976 1.226
N 1.943958 -1.441327 -0.536037 1.082 0.132 -1.031
N 0.848414 -0.561978 -0.266763 -2.285 1.227 -2.985
C 0.128311 -0.397741 -1.329654 -1.821 -2.396 0.099
S -0.976298 -0.701271 -2.499903 3.035 1.440 2.805
C 1.533336 -2.879527 -0.407662 -0.550 -1.124 0.600
C 2.784964 -3.793293 -0.100544 -0.813 -0.870 -0.071
C 3.879317 -3.852220 -1.238283 -0.012 1.111 0.369
Cl 5.354711 -4.714313 -0.548361 -1.150 0.451 -0.648
C 3.406450 -4.429913 -2.623818 1.134 0.010 -1.114
C 3.287616 -3.333144 -3.786668 -0.210 -1.244 0.912
Cl 1.849906 -5.376667 -2.605330 0.592 0.242 0.384
O 3.264970 -3.445166 1.195379 -0.254 0.630 -1.424
H -1.331835 4.396114 2.389966 0.779 -0.729 -0.461
H 0.297228 3.788154 2.881179 -0.962 -0.185 -0.854
H -0.078756 3.994796 1.112684 -0.561 -0.509 1.042
H -1.719208 1.959268 2.974783 0.676 0.326 -1.021
H -0.143302 1.508184 2.199569 -1.015 0.658 -0.033
H -1.572120 2.554428 -0.075558 0.012 -0.820 1.000
H -1.310780 0.807413 0.343032 -0.742 0.929 0.452
H -3.666152 2.212135 1.793334 0.129 -0.265 -1.129
H -3.850857 2.096269 -0.042605 0.320 -0.540 0.948
H -2.973817 -0.543729 0.729717 -0.933 0.467 0.243
H -3.867614 -0.015597 2.215358 0.057 -0.067 -1.198
H -5.723837 -0.945637 1.133109 0.422 0.784 -0.933
H -5.855772 0.692388 0.388834 0.848 -0.915 -0.070
H -5.925520 -0.569429 -1.622851 0.993 -0.584 0.519
H -4.093280 -0.595497 -1.477518 -1.112 -0.384 0.356
H -5.689339 -2.870237 0.043631 0.659 0.380 -1.040
H -5.459525 -2.920771 -1.819107 0.111 0.068 1.347
H -3.267201 -3.527890 -1.697885 -0.337 0.653 1.002
H -2.815911 -2.129370 -0.648559 -0.967 -0.652 -0.141
H -4.245235 -4.265063 0.919023 1.328 0.073 -0.065
H -2.608816 -3.399450 1.210911 -0.777 -0.943 -0.410
H -3.278266 -5.845339 -0.686987 0.894 0.804 0.453
H -1.745069 -4.934258 -0.921421 -0.664 -0.097 1.043
H -0.872534 -6.614714 0.463430 -1.041 0.290 0.599
H -2.474698 -7.165126 1.062906 0.549 1.237 0.043
H -1.139717 -6.431453 2.994551 -0.451 0.947 -0.644
H -2.288671 -5.031212 2.820609 0.675 -0.566 -0.610
H 0.652189 -5.146465 1.669318 -0.664 0.623 0.595
H -0.550743 -3.705415 1.642510 0.784 -0.913 0.455
H -0.517613 -3.382613 4.055194 0.539 -1.198 -0.288
H 0.113826 -5.117003 4.339756 0.042 1.065 -0.456
H 1.924553 -3.566527 4.918291 -0.099 0.171 -1.107
H 2.352543 -4.339619 3.341481 -0.439 1.017 0.321
H 1.110247 -1.941571 2.330471 0.424 -0.414 0.858
H 1.397827 -1.424084 4.033378 0.307 -0.762 -1.003
H 3.376506 -0.544184 3.003819 -0.249 -1.231 -0.417
H 4.002160 -2.141924 3.528861 -1.027 0.427 -0.696
H 4.783008 -2.034387 1.352192 -1.222 0.078 -0.399
H 2.802214 -0.095740 0.867391 0.166 -1.222 -0.709
H 3.990262 -0.685889 -0.335116 -1.317 -0.630 0.270
H 2.212316 -1.284401 -1.524499 0.079 -0.264 0.543
H 0.822025 -2.931754 0.474469 1.059 0.038 -0.984
H 0.942559 -3.161916 -1.318514 0.778 0.272 0.716
H 2.376433 -4.846430 0.006622 0.434 1.258 -0.106
H 4.246125 -2.793520 -1.433311 -0.240 -1.265 0.141
H 4.212859 -5.145845 -2.970423 -1.163 0.628 0.574
H 2.869050 -2.388001 -3.343771 0.453 -0.651 -0.754
H 4.316380 -3.223581 -4.222213 -1.102 0.364 0.374
H 2.574097 -3.772157 -4.546222 0.942 0.827 0.728
C 3.044094 9.350664 -0.854373 -0.214 -0.017 0.084
O 1.767358 8.912433 -1.277908 0.345 -0.199 -0.164
C 1.470933 9.265034 -2.621993 -0.219 -0.203 0.154
C 0.774275 8.124921 -3.354177 0.028 0.188 -0.140
O 1.605808 6.998200 -3.629747 -0.060 -0.053 0.286
C 1.981105 6.179993 -2.524050 -0.001 -0.105 -0.195
C 0.831143 5.405247 -1.890502 0.190 0.480 0.321
O 0.011205 6.268920 -1.114426 -0.253 -0.131 -0.371
C -1.357930 5.906494 -1.146504 0.274 0.291 0.096
H 3.036618 10.430541 -0.677015 0.179 0.017 -0.034
H 3.285618 8.838903 0.078543 -0.123 0.064 -0.009
H 3.815796 9.094452 -1.589116 -0.007 0.097 -0.014
H 2.380262 9.539224 -3.169196 0.002 -0.058 0.052
H 0.807487 10.135782 -2.597087 -0.044 0.057 -0.234
H 0.469535 8.504294 -4.333805 0.147 -0.028 -0.007
H -0.142666 7.824139 -2.848918 0.089 0.019 0.233
H 2.535919 6.754502 -1.782928 -0.216 0.029 0.175
H 2.683159 5.448404 -2.936357 -0.100 0.008 -0.091
H 1.238002 4.643088 -1.213171 0.127 -0.184 -0.155
H 0.253146 4.910529 -2.678163 -0.048 0.030 -0.030
H -1.696046 5.739845 -2.174846 -0.019 -0.109 0.016
H -1.931202 6.739273 -0.736327 0.086 -0.086 0.077
H -1.527793 5.015930 -0.537662 -0.192 -0.140 -0.038